Entry 1:
This record from OMol25 describes C4H7ClN2S as an isolated structure in a non-equilibrium geometry. The level of theory is the ωB97M-V functional and the def2-TZVPD basis.

Geometry as ORCA input:
```
! wB97M-V def2-TZVPD RIJCOSX def2/J DEFGRID3
* xyz 0 1
C 0.8445 0.6871 -1.8930
C 0.8092 0.1948 -0.4887
C -0.6835 -0.6719 1.3278
C -0.8001 0.3104 2.3080
H 1.7140 1.8117 -1.8815
H 1.1449 -0.1662 -2.5326
H -0.2625 1.1855 -2.1080
H 1.3801 -0.3866 1.0808
H -0.7346 -1.6533 -1.9900
H -0.9877 -1.7603 1.3407
H -0.4940 1.2542 2.0341
N 1.8536 0.1386 0.3170
N -0.5172 -0.0169 -0.1054
S -1.7346 -0.7798 -1.1186
Cl -1.5322 -0.1475 3.7095
*
```

The value obtained for the calculated total energy is -30594.62413 eV. As for the HOMO-LUMO gap: 8.9 eV. Its HOMO energy is -8.792 eV. The LUMO energy is 0.122 eV.

Charge distribution, Mulliken scheme, values in e: number 1, C, carries -0.89; number 2, C, carries 0.56; number 3, C, carries -0.67; number 4, C, carries -0.01; number 5, H, carries 0.27; number 6, H, carries 0.24; number 7, H, carries 0.28; number 8, H, carries 0.42; number 9, H, carries 0.17; number 10, H, carries 0.37; number 11, H, carries 0.40; number 12, N, carries -0.71; number 13, N, carries -0.10; number 14, S, carries -0.17; number 15, Cl, carries -0.16

Entry 2:
This record from OMol25 describes C22H32NRe as an isolated structure. The level of theory is the ωB97M-V functional and the def2-TZVPD basis.

Geometry as ORCA input:
```
! wB97M-V def2-TZVPD RIJCOSX def2/J DEFGRID3
* xyz 1 2
Re 0.6661 0.3274 0.2760
C 1.6536 0.2175 2.2681
C 2.7369 0.1577 1.3299
C 2.7432 1.3552 0.5625
C 1.6639 2.1950 0.9890
C 0.9779 1.4897 2.0686
C -0.0918 2.0536 2.9546
C 1.3634 3.5861 0.5236
C 3.7279 1.6575 -0.5281
C 3.7016 -0.9746 1.1623
C 1.3468 -0.7618 3.3583
H 0.3606 2.5450 3.8177
H -0.7543 1.2712 3.3220
H -0.6967 2.7877 2.4259
H 1.9051 4.3181 1.1259
H 0.3003 3.8071 0.6071
H 1.6499 3.7284 -0.5174
H 3.6194 0.9939 -1.3863
H 4.7432 1.5321 -0.1513
H 3.6261 2.6838 -0.8740
H 4.5855 -0.8114 1.7830
H 4.0360 -1.0601 0.1293
H 3.2606 -1.9244 1.4596
H 1.8080 -0.4395 4.2937
H 1.7293 -1.7529 3.1205
H 0.2742 -0.8462 3.5270
C 0.8468 0.2068 -2.6789
C -0.6029 0.4980 -3.0775
C -1.0037 1.9378 -2.7531
C -1.6055 -0.5376 -2.5836
C -2.4121 -1.2023 -3.4930
C -3.3141 -2.1639 -3.0707
C -3.3889 -2.4974 -1.7286
C -2.5774 -1.8910 -0.7781
C -2.6872 -2.3431 0.6696
C -1.4255 -3.0605 1.1627
C -3.1234 -1.2265 1.6238
C -1.7039 -0.8797 -1.2239
N -0.8650 -0.2324 -0.3375
H 1.5544 0.8319 -3.2238
H 1.1162 -0.8428 -2.7789
H 1.0943 0.5014 -1.6072
H -0.5967 0.4037 -4.1672
H -0.9825 2.1305 -1.6784
H -2.0144 2.1322 -3.1096
H -0.3301 2.6439 -3.2430
H -2.3403 -0.9550 -4.5456
H -3.9560 -2.6562 -3.7893
H -4.0886 -3.2598 -1.4082
H -3.4831 -3.0913 0.6776
H -0.5892 -2.3711 1.2708
H -1.1310 -3.8546 0.4755
H -1.6133 -3.5095 2.1398
H -2.3489 -0.4671 1.7364
H -3.3358 -1.6427 2.6101
H -4.0289 -0.7379 1.2623
*
```

The value obtained for the calculated total energy is -26946.73831 eV. As for the HOMO-LUMO gap (alpha / beta): 6.6 / 6.7 eV. Its HOMO energy (alpha / beta) is -11.136 / -11.232 eV. The LUMO energy (alpha / beta) is -4.585 / -4.506 eV.

Charge distribution, Mulliken scheme, values in e: number 1, Re, carries 0.42; number 2, C, carries 0.75; number 3, C, carries 0.65; number 4, C, carries 0.38; number 5, C, carries 0.84; number 6, C, carries 0.31; number 7, C, carries -1.32; number 8, C, carries -1.88; number 9, C, carries -1.56; number 10, C, carries -1.82; number 11, C, carries -1.41; number 12, H, carries 0.33; number 13, H, carries 0.30; number 14, H, carries 0.40; number 15, H, carries 0.31; number 16, H, carries 0.40; number 17, H, carries 0.46; number 18, H, carries 0.31; number 19, H, carries 0.43; number 20, H, carries 0.40; number 21, H, carries 0.34; number 22, H, carries 0.41; number 23, H, carries 0.43; number 24, H, carries 0.32; number 25, H, carries 0.38; number 26, H, carries 0.34; number 27, C, carries -1.56; number 28, C, carries 0.23; number 29, C, carries -1.30; number 30, C, carries 0.76; number 31, C, carries -1.02; number 32, C, carries -1.10; number 33, C, carries -1.10; number 34, C, carries 0.37; number 35, C, carries 0.49; number 36, C, carries -1.12; number 37, C, carries -1.37; number 38, C, carries 0.75; number 39, N, carries 0.13; number 40, H, carries 0.49; number 41, H, carries 0.47; number 42, H, carries -0.02; number 43, H, carries 0.59; number 44, H, carries 0.13; number 45, H, carries 0.40; number 46, H, carries 0.42; number 47, H, carries 0.43; number 48, H, carries 0.40; number 49, H, carries 0.42; number 50, H, carries 0.50; number 51, H, carries -0.02; number 52, H, carries 0.35; number 53, H, carries 0.43; number 54, H, carries 0.12; number 55, H, carries 0.45; number 56, H, carries 0.38

Entry 3:
This record from OMol25 describes a 4-piece molecular cluster, C2H11O4 overall in a non-equilibrium geometry. The level of theory is the ωB97M-V functional and the def2-TZVPD basis.

Geometry as ORCA input:
```
! wB97M-V def2-TZVPD RIJCOSX def2/J DEFGRID3
* xyz -1 1
C 0.1836 -1.1667 0.9412
O -0.3773 -0.0656 0.2949
C 1.5354 -0.8668 1.6600
H 0.4451 -1.9519 0.1997
H -0.6245 -1.7237 1.4314
H 1.7383 -1.7645 2.2633
H 1.4475 -0.0180 2.3328
H 2.3273 -0.6077 0.9691
H 1.2554 2.0391 -0.6608
H 0.3300 1.2953 0.2759
O 1.1333 1.9666 0.3039
H -2.6945 0.3621 -1.3816
H -1.8204 -0.2048 -0.2165
O -2.7874 -0.1148 -0.5425
H 1.1820 -0.1909 -2.3260
H 0.0718 0.0379 -1.1104
O 0.2645 0.0539 -2.1466
*
```

The value obtained for the calculated total energy is -10443.42694 eV. As for the HOMO-LUMO gap: 8.8 eV. Its HOMO energy is -4.766 eV. The LUMO energy is 4.049 eV.

Charge distribution, Mulliken scheme, values in e: number 1, C, carries -0.34; number 2, O, carries -0.94; number 3, C, carries -1.11; number 4, H, carries 0.25; number 5, H, carries 0.33; number 6, H, carries 0.38; number 7, H, carries 0.27; number 8, H, carries 0.27; number 9, H, carries 0.28; number 10, H, carries 0.44; number 11, O, carries -0.75; number 12, H, carries 0.26; number 13, H, carries 0.48; number 14, O, carries -0.75; number 15, H, carries 0.27; number 16, H, carries 0.41; number 17, O, carries -0.75

Entry 4:
This record from OMol25 describes one molecule with the formula C6H8N2O in a non-equilibrium geometry. The level of theory is the ωB97M-V functional and the def2-TZVPD basis.

Geometry as ORCA input:
```
! wB97M-V def2-TZVPD RIJCOSX def2/J DEFGRID3
* xyz 0 1
C -0.3347 2.3090 -0.0927
N 0.2996 1.1480 -0.5796
C 0.0065 -0.0688 -0.4457
C 0.9616 -1.1948 -0.9028
C 1.3245 -1.8358 0.3265
C 2.3656 -1.7155 1.1362
N 3.4370 -0.8543 0.7638
C 3.3949 0.0641 -0.0387
O 3.6192 1.0709 -0.5736
H 0.2962 2.5910 0.7733
H -0.0425 3.0735 -0.8892
H -1.4401 2.1596 0.1281
H -0.9256 -0.5637 -0.1004
H 1.8596 -0.8384 -1.4151
H 0.4686 -1.8283 -1.5051
H 0.5720 -2.4039 0.7688
H 2.3856 -2.1633 2.1343
*
```

The SMILES is C/N=C/C/C=C\N=C=O. The value obtained for the calculated total energy is -11377.01012 eV. As for the HOMO-LUMO gap: 9.8 eV. Its HOMO energy is -8.867 eV. The LUMO energy is 0.922 eV.

Charge distribution, Mulliken scheme, values in e: number 1, C, carries -0.76; number 2, N, carries -0.24; number 3, C, carries -0.01; number 4, C, carries -0.82; number 5, C, carries -0.33; number 6, C, carries -0.17; number 7, N, carries -0.45; number 8, C, carries 0.63; number 9, O, carries -0.40; number 10, H, carries 0.28; number 11, H, carries 0.26; number 12, H, carries 0.31; number 13, H, carries 0.33; number 14, H, carries 0.32; number 15, H, carries 0.34; number 16, H, carries 0.35; number 17, H, carries 0.36

Entry 5:
This record from OMol25 describes C35H61FFeN6O3P as an isolated structure. The level of theory is the ωB97M-V functional and the def2-TZVPD basis.

Geometry as ORCA input:
```
! wB97M-V def2-TZVPD RIJCOSX def2/J DEFGRID3
* xyz 1 5
Fe -2.0874 -1.8008 -0.6584
C -5.1447 -1.6895 -1.4115
N -4.2250 -2.6735 -0.8444
C -4.5527 -2.8820 0.5743
C -4.2669 -3.9239 -1.5922
C -2.9818 -4.6900 -1.3979
N -1.8154 -3.8684 -1.7263
C -0.6124 -4.5914 -1.3040
C -1.7307 -3.5631 -3.1556
H -6.1906 -2.0067 -1.2975
H -4.9318 -1.5531 -2.4726
H -4.9964 -0.7337 -0.9161
H -5.5796 -3.2580 0.6851
H -4.4591 -1.9348 1.1032
H -3.8551 -3.5735 1.0390
H -4.4119 -3.6885 -2.6467
H -5.1180 -4.5480 -1.2904
H -2.9976 -5.6090 -2.0000
H -2.8795 -4.9873 -0.3534
H -0.5498 -5.5690 -1.8004
H -0.6424 -4.7412 -0.2253
H 0.2716 -4.0151 -1.5559
H -1.7119 -4.4772 -3.7645
H -0.8173 -2.9986 -3.3412
H -2.5735 -2.9503 -3.4757
F 3.8925 0.4533 -3.1860
C 3.6391 0.0544 -1.9158
C 2.4528 -0.5586 -1.6408
C 2.1767 -1.0172 -0.3597
C 0.8657 -1.6544 -0.0795
O 0.0478 -1.7488 -1.0004
C 0.6737 -2.1110 1.2669
C 1.6729 -1.9078 2.1663
N 2.8370 -1.2627 1.9302
C 3.8031 -1.0989 2.9928
C 4.0746 0.2830 3.5176
C 3.3123 -0.7080 4.3464
C 3.1262 -0.8272 0.6456
C 4.3344 -0.1827 0.3481
C 4.6094 0.2656 -0.9236
N 5.8382 0.9464 -1.1557
C 7.0711 0.2416 -0.8189
C 8.0541 1.2635 -0.2265
N 7.6302 2.6235 -0.7246
C 7.3253 2.5526 -2.1973
C 6.0213 1.7507 -2.3631
C -0.5815 -2.7976 1.8313
O -0.4443 -3.3351 2.9262
O -1.6354 -2.7458 1.1259
H 1.7141 -0.6947 -2.4221
H 1.5187 -2.2718 3.1742
H 4.6346 -1.7925 2.9481
H 3.5051 1.0945 3.0819
H 5.0913 0.5280 3.7967
H 2.2507 -0.5344 4.4601
H 3.7902 -1.1651 5.2003
H 5.0419 0.0063 1.1434
H 7.5032 -0.2405 -1.7036
H 6.8800 -0.5377 -0.0885
H 9.0778 1.0990 -0.5548
H 8.0242 1.3000 0.8600
H 8.3238 3.3361 -0.5054
H 6.7572 2.8540 -0.2441
H 8.1804 2.0657 -2.6601
H 7.2425 3.5629 -2.5874
H 6.0948 1.1574 -3.2759
H 5.1774 2.4282 -2.4692
C -3.1274 2.6348 2.7638
C -3.3346 1.3931 1.8856
C -2.8219 0.1559 2.6510
C -4.8499 1.1883 1.7136
P -2.5321 1.4081 0.1628
N -2.5163 0.0067 -0.4645
C -0.7502 2.0524 0.3782
C -0.1147 1.2158 1.4976
C 0.0405 1.7314 -0.9034
C -0.5593 3.5377 0.7139
C -3.4472 2.6379 -0.9477
C -4.6849 1.9377 -1.5290
C -3.8665 3.9694 -0.3112
C -2.5668 2.9417 -2.1703
H -3.7066 2.5093 3.6852
H -3.4661 3.5559 2.2936
H -2.0889 2.7634 3.0629
H -3.5894 -0.1586 3.3656
H -1.9210 0.3657 3.2262
H -2.6169 -0.6844 1.9905
H -5.2845 1.0305 2.7051
H -5.0672 0.3062 1.1097
H -5.3526 2.0455 1.2747
H -0.3185 0.1525 1.3684
H -0.4554 1.5110 2.4871
H 0.9736 1.3650 1.4677
H -0.2637 0.7688 -1.3178
H 1.1091 1.6892 -0.6526
H -0.0824 2.4905 -1.6727
H -1.1127 3.8539 1.5948
H -0.8400 4.1883 -0.1123
H 0.5038 3.7209 0.9184
H -5.4574 1.7307 -0.7937
H -4.3979 0.9978 -1.9988
H -5.1189 2.5955 -2.2892
H -4.6398 3.8458 0.4445
H -4.2834 4.6155 -1.0918
H -3.0349 4.5069 0.1409
H -2.1650 2.0261 -2.6075
H -1.7463 3.6189 -1.9444
H -3.1907 3.4304 -2.9250
*
```

The value obtained for the calculated total energy is -98756.41993 eV. As for the HOMO-LUMO gap (alpha / beta): 5.3 / 5.4 eV. Its HOMO energy (alpha / beta) is -8.547 / -8.593 eV. The LUMO energy (alpha / beta) is -3.232 / -3.232 eV.

Results of the Mulliken charge analysis, in e, for atoms 1 through 99: number 1, Fe, carries 0.92; number 2, C, carries -0.85; number 3, N, carries 0.90; number 4, C, carries -1.39; number 5, C, carries -1.03; number 6, C, carries -1.07; number 7, N, carries 0.79; number 8, C, carries -1.23; number 9, C, carries -1.05; number 10, H, carries 0.41; number 11, H, carries 0.34; number 12, H, carries -0.11; number 13, H, carries 0.42; number 14, H, carries 0.08; number 15, H, carries 0.32; number 16, H, carries 0.44; number 17, H, carries 0.37; number 18, H, carries 0.42; number 19, H, carries 0.39; number 20, H, carries 0.42; number 21, H, carries 0.36; number 22, H, carries 0.19; number 23, H, carries 0.31; number 24, H, carries 0.16; number 25, H, carries 0.30; number 26, F, carries -0.39; number 27, C, carries 0.54; number 28, C, carries -0.54; number 29, C, carries 1.09; number 30, C, carries 1.34; number 31, O, carries -0.92; number 32, C, carries -0.05; number 33, C, carries -0.52; number 34, N, carries 0.53; number 35, C, carries -0.38; number 36, C, carries -0.39; number 37, C, carries -1.03; number 38, C, carries -0.52; number 39, C, carries -0.45; number 40, C, carries -1.64; number 41, N, carries 0.31; number 42, C, carries -0.61; number 43, C, carries -0.80; number 44, N, carries -0.15; number 45, C, carries -0.69; number 46, C, carries -0.76; number 47, C, carries -0.57; number 48, O, carries -0.82; number 49, O, carries 0.56; number 50, H, carries 0.51; number 51, H, carries 0.85; number 52, H, carries 0.49; number 53, H, carries 0.20; number 54, H, carries 0.30; number 55, H, carries 0.31; number 56, H, carries 0.25; number 57, H, carries 0.89; number 58, H, carries 0.32; number 59, H, carries 0.49; number 60, H, carries 0.37; number 61, H, carries 0.42; number 62, H, carries 0.32; number 63, H, carries 0.37; number 64, H, carries 0.34; number 65, H, carries 0.38; number 66, H, carries 0.45; number 67, H, carries 0.50; number 68, C, carries -1.94; number 69, C, carries 2.52; number 70, C, carries -1.92; number 71, C, carries -1.99; number 72, P, carries -1.34; number 73, N, carries 0.56; number 74, C, carries 2.87; number 75, C, carries -2.42; number 76, C, carries -1.93; number 77, C, carries -1.98; number 78, C, carries 2.33; number 79, C, carries -1.76; number 80, C, carries -1.94; number 81, C, carries -1.90; number 82, H, carries 0.52; number 83, H, carries 0.23; number 84, H, carries 0.34; number 85, H, carries 0.57; number 86, H, carries 0.25; number 87, H, carries 0.16; number 88, H, carries 0.66; number 89, H, carries 0.28; number 90, H, carries 0.32; number 91, H, carries 0.15; number 92, H, carries 0.18; number 93, H, carries 0.84; number 94, H, carries 0.21; number 95, H, carries 0.46; number 96, H, carries 0.38; number 97, H, carries 0.32; number 98, H, carries 0.31; number 99, H, carries 0.49

- Among the records above, which one has the highest calculated total energy?
  C2H11O4

- The lowest calculated total energy belongs to which entry?
  C35H61FFeN6O3P

- Among the records above, which one has the highest calculated total energy?
  C2H11O4

- Look up the calculated total energy of the second one.
  -26946.73831 eV